{
  "formula": "C28H59N3O10",
  "method": "ωB97M-V/def2-TZVPD",
  "smiles": "CC(=O)OCCCCCCCC[C@H]1[C@](C)(CN)NC(=O)[C@@]1(N)O.COCCOCCOC.COCCOCCOC",
  "e_above_lowest_kj_mol": 161.22,
  "e_homo_ev": -8.54,
  "lumo_energy_ev": 0.34,
  "energy_ev": -54933.8540,
  "orbital_gap_ev": 8.9,
  "species": ["C", "C", "O", "O", "C", "C", "C", "C", "C", "C", "C", "C", "C", "C", "C", "C", "N", "N", "C", "O", "C", "N", "O", "H", "H", "H", "H", "H", "H", "H", "H", "H", "H", "H", "H", "H", "H", "H", "H", "H", "H", "H", "H", "H", "H", "H", "H", "H", "H", "H", "H", "H", "H", "H", "C", "O", "C", "C", "O", "C", "C", "O", "C", "H", "H", "H", "H", "H", "H", "H", "H", "H", "H", "H", "H", "H", "H", "C", "O", "C", "C", "O", "C", "C", "O", "C", "H", "H", "H", "H", "H", "H", "H", "H", "H", "H", "H", "H", "H", "H"],
  "positions_angstrom": [[-1.687, 3.319, 5.900], [-0.692, 3.679, 4.829], [0.378, 3.148, 4.703], [-1.086, 4.695, 3.997], [-1.676, 4.223, 2.764], [-1.693, 5.365, 1.773], [-0.328, 5.774, 1.155], [0.861, 4.852, 1.440], [0.869, 3.567, 0.578], [1.272, 2.299, 1.350], [2.071, 1.245, 0.556], [1.679, 1.047, -0.910], [0.297, 0.419, -1.173], [-0.012, 0.036, -2.664], [1.155, 0.092, -3.667], [-1.132, 0.933, -3.221], [-2.361, 0.872, -2.439], [-0.564, -1.344, -2.652], [-0.966, -1.646, -1.325], [-1.773, -2.471, -1.007], [-0.095, -0.807, -0.330], [-0.786, -0.563, 0.907], [1.004, -1.652, -0.014], [-2.578, 3.939, 5.836], [-1.972, 2.273, 5.769], [-1.225, 3.434, 6.880], [-2.704, 3.904, 2.980], [-1.108, 3.364, 2.397], [-2.399, 5.113, 0.977], [-2.122, 6.229, 2.290], [-0.077, 6.788, 1.473], [-0.451, 5.821, 0.067], [0.938, 4.603, 2.500], [1.768, 5.420, 1.203], [1.543, 3.721, -0.267], [-0.137, 3.429, 0.156], [0.391, 1.827, 1.794], [1.887, 2.608, 2.201], [2.007, 0.295, 1.088], [3.129, 1.529, 0.568], [2.449, 0.428, -1.384], [1.708, 2.002, -1.437], [-0.424, 1.206, -0.928], [0.823, 0.514, -4.619], [1.993, 0.699, -3.331], [1.545, -0.906, -3.889], [-1.353, 0.556, -4.224], [-0.736, 1.956, -3.335], [-2.206, 1.034, -1.454], [-3.049, 1.535, -2.766], [0.105, -2.056, -2.927], [-1.203, 0.356, 0.924], [-0.175, -0.678, 1.704], [1.681, -1.542, -0.692], [6.583, 0.527, -4.158], [5.922, -0.320, -3.243], [6.283, -1.686, -3.288], [6.783, -2.237, -1.967], [7.984, -1.686, -1.466], [8.013, -0.357, -0.985], [7.231, -0.083, 0.283], [5.836, -0.223, 0.113], [5.168, -1.101, 0.991], [5.998, 0.643, -5.076], [6.694, 1.507, -3.693], [7.577, 0.152, -4.413], [7.033, -1.866, -4.065], [5.391, -2.267, -3.553], [7.029, -3.285, -2.158], [5.991, -2.231, -1.215], [7.748, 0.361, -1.765], [9.063, -0.184, -0.736], [7.441, 0.956, 0.565], [7.596, -0.725, 1.092], [5.830, -1.866, 1.406], [4.380, -1.601, 0.424], [4.701, -0.546, 1.811], [-8.498, -4.982, -1.052], [-8.160, -4.286, 0.126], [-7.811, -5.081, 1.240], [-6.433, -4.789, 1.802], [-5.340, -5.055, 0.952], [-5.095, -4.216, -0.166], [-4.617, -2.813, 0.134], [-5.585, -2.011, 0.800], [-5.169, -1.437, 2.015], [-9.579, -5.139, -1.119], [-8.182, -4.378, -1.904], [-7.992, -5.950, -1.110], [-7.882, -6.146, 0.994], [-8.531, -4.881, 2.044], [-6.305, -5.487, 2.636], [-6.385, -3.781, 2.223], [-5.946, -4.206, -0.851], [-4.268, -4.700, -0.691], [-4.392, -2.344, -0.829], [-3.683, -2.848, 0.698], [-4.373, -2.018, 2.491], [-6.026, -1.404, 2.692], [-4.811, -0.412, 1.864]],
  "forces_ev_per_angstrom": [[-0.170, 0.061, -0.079], [0.438, -0.126, 0.049], [-0.392, 0.136, 0.000], [-0.062, -0.170, -0.132], [-0.073, 0.168, 0.079], [0.092, 0.167, -0.078], [-0.020, -0.104, -0.002], [0.189, 0.002, -0.242], [-0.218, -0.033, 0.249], [0.280, 0.081, -0.003], [-0.085, 0.330, 0.042], [-0.103, -0.656, -0.034], [0.036, 0.575, 0.071], [0.032, -0.428, -0.555], [0.058, 0.110, -0.040], [-0.035, 0.219, -0.019], [0.164, -0.246, -0.033], [0.195, 0.097, 0.785], [-0.186, -0.154, 0.248], [0.374, 0.036, -0.171], [-0.406, -0.031, -0.293], [-0.064, 0.024, -0.068], [0.109, -0.031, -0.137], [0.051, 0.006, 0.038], [0.096, 0.045, 0.092], [0.003, -0.078, -0.038], [0.078, -0.037, -0.047], [0.006, 0.052, 0.028], [0.018, -0.099, 0.066], [-0.036, -0.093, -0.054], [-0.028, -0.061, 0.067], [0.033, 0.116, 0.073], [-0.148, 0.023, -0.031], [-0.035, -0.076, 0.098], [-0.053, 0.006, -0.003], [0.129, -0.025, -0.116], [-0.029, 0.088, -0.041], [-0.060, -0.119, -0.026], [0.070, -0.011, -0.050], [-0.070, 0.026, -0.051], [0.047, 0.042, 0.119], [0.075, -0.037, -0.048], [0.046, -0.078, 0.238], [-0.019, -0.092, 0.076], [-0.056, 0.024, -0.001], [0.021, 0.057, 0.109], [-0.037, 0.052, 0.063], [0.071, -0.062, 0.063], [-0.091, 0.176, 0.007], [-0.030, -0.007, -0.013], [-0.165, 0.052, -0.404], [0.008, 0.004, 0.106], [0.079, 0.019, -0.043], [0.000, -0.008, 0.065], [-0.082, -0.003, -0.008], [0.082, 0.044, 0.191], [-0.094, -0.042, -0.139], [-0.103, -0.139, 0.089], [0.157, -0.095, -0.021], [0.099, 0.128, -0.069], [-0.004, 0.114, 0.114], [-0.022, -0.092, -0.172], [-0.122, 0.136, 0.005], [0.049, -0.027, -0.039], [-0.039, -0.002, -0.007], [0.016, 0.001, 0.004], [0.049, 0.076, 0.014], [0.051, -0.064, -0.054], [-0.037, -0.018, 0.030], [0.001, 0.185, -0.060], [-0.175, -0.057, 0.047], [0.005, 0.027, -0.031], [0.069, -0.028, 0.071], [-0.053, -0.074, -0.037], [0.052, 0.016, -0.031], [-0.036, -0.007, 0.056], [0.031, -0.059, 0.055], [-0.047, 0.044, 0.028], [0.180, 0.077, -0.041], [-0.162, -0.061, 0.065], [0.016, 0.073, 0.187], [0.105, -0.172, 0.003], [-0.018, -0.033, -0.177], [-0.001, 0.198, -0.056], [-0.104, -0.219, 0.090], [-0.006, 0.079, -0.051], [0.005, -0.067, -0.001], [-0.031, 0.019, 0.012], [0.014, -0.005, -0.007], [0.033, 0.005, -0.080], [0.000, -0.083, 0.023], [0.002, 0.042, 0.040], [-0.076, 0.045, -0.199], [-0.070, 0.126, 0.144], [-0.011, -0.010, -0.023], [0.117, -0.013, -0.003], [-0.015, 0.002, 0.054], [-0.002, -0.008, 0.009], [-0.006, 0.024, -0.026], [0.058, -0.017, 0.023]]
}